Entry 1:
130
Properties=species:S:1:pos:R:3:forces:R:3 method="wB97M-V/def2-TZVPD" s_squared=0.7865 total_charge=0 multiplicity=2 orbital_gap_ev="5.75 / 8.06" homo_energy_ha="-0.207 / -0.300"
Se -3.68541 -2.74356 3.63278 0.0 0.0 0.0
Ti -1.10844 0.69117 0.81430 1.3 -0.2 0.6
Cl -4.12138 -7.65545 -2.37967 0.0 0.0 0.0
Cl -8.03966 -5.75869 0.73146 0.0 0.0 0.0
Cl -0.34960 -8.82484 -0.47019 0.0 0.0 0.0
S -3.52379 1.89397 -0.49917 0.0 0.1 -0.1
S -2.84567 -10.30838 0.17424 0.0 0.0 0.0
P 0.57648 3.40165 1.76131 0.3 0.2 -0.1
O -3.79839 3.26403 -0.87040 0.0 0.0 0.0
O -1.99601 1.59945 -0.59702 -0.9 0.3 -0.4
O -3.56076 1.97442 1.19992 0.0 0.1 0.1
O -2.65906 1.01486 1.73044 -0.5 0.2 0.0
O -1.36502 -5.87411 0.32997 0.0 0.5 0.2
N -1.77182 -1.21893 -0.30130 0.2 0.0 0.2
N 0.14008 1.96272 1.23742 -0.6 -0.6 -0.3
N -2.45675 -2.55447 4.93183 0.0 0.0 0.0
N -0.08419 0.64594 -2.93555 0.0 0.1 -0.2
N -2.71000 -1.84785 2.40633 -0.1 0.0 0.0
N -0.66209 -0.67601 2.36616 -0.1 0.1 0.3
N 2.01340 -2.50455 0.89589 -0.1 0.0 0.0
N 2.01716 -0.32673 -1.10489 0.5 0.0 -0.2
N -2.00524 -3.24214 -1.13240 -0.1 -0.1 0.2
C -1.72274 -4.57685 -1.62890 0.2 0.0 -0.1
C -2.42945 -7.94964 1.11452 0.0 0.0 0.1
C -3.07296 -1.38461 -0.72056 0.0 0.2 0.0
C -0.55860 4.43568 -0.57519 0.0 0.0 0.0
C -1.83041 4.74833 1.55110 0.0 0.0 0.0
C 2.38959 3.62987 1.30341 0.0 -0.1 -0.1
C 3.14509 2.32209 1.59478 0.0 0.0 0.0
C 0.67645 -0.79233 4.39171 0.1 0.0 0.0
C -0.55070 1.45189 -5.14921 -0.1 0.0 0.0
C 0.79019 1.59110 -5.40759 0.1 0.1 -0.1
C -0.42215 4.76012 0.93241 -0.1 -0.1 -0.1
C 1.21752 0.82488 -3.17583 -0.1 -0.1 0.0
C 2.87223 -3.20549 3.01550 -0.1 0.0 0.0
C -3.68026 -5.74891 -0.47334 0.0 0.1 0.1
C 1.68964 1.25850 -4.41561 0.1 -0.1 -0.1
C 3.08144 -0.70328 -0.36694 0.0 0.2 -0.3
C 3.84436 -2.22821 2.96958 0.0 0.0 0.0
C -4.03909 -9.62689 1.19571 0.0 0.0 0.0
C -1.16318 -2.36438 -0.53813 0.0 0.1 -0.2
C 3.50144 1.11456 -2.32790 0.0 0.1 0.0
C -0.95234 0.95047 -3.91320 0.2 0.0 0.2
C -5.48164 -4.90057 0.91801 0.0 0.0 0.0
C -0.28578 -1.51047 5.09514 0.0 0.0 0.0
C 2.25487 0.51684 -2.13030 -0.1 -0.2 0.3
C -1.80866 -6.62412 1.45349 0.1 -0.2 -0.1
C -1.62153 -1.44404 3.00285 0.1 -0.1 -0.1
C 0.38933 3.52893 3.63008 0.0 -0.1 0.0
C -3.22558 -2.61533 -1.25400 0.0 0.0 -0.1
C -5.94441 -6.58403 -0.74549 0.0 0.0 0.0
C -3.69195 -8.38426 1.61855 0.0 0.0 0.0
C 2.96327 -1.57655 0.84093 -0.2 0.1 0.0
C 0.43890 4.95909 4.18134 0.0 0.0 0.0
C -0.93803 2.87136 4.05032 0.0 0.0 0.0
C -1.87119 -8.90754 0.32313 0.0 0.0 0.0
C -2.20782 -5.76970 -0.80262 0.0 -0.2 -0.1
C -2.41403 0.75066 -3.67556 -0.1 0.0 0.0
C 0.46661 -0.40419 3.09137 0.1 -0.2 -0.1
C -4.15181 -4.91246 0.53696 0.0 0.0 0.0
C 4.38431 -0.29623 -0.66166 0.0 -0.1 0.0
C 3.88008 -1.38400 1.87713 0.0 0.0 0.0
C -4.60536 -6.57609 -1.10219 0.0 0.0 -0.1
C 0.14481 6.17900 1.06340 0.0 0.0 0.0
C 1.51715 2.74020 4.31524 0.0 0.0 0.0
C 0.84320 -4.28631 2.02615 -0.1 -0.1 0.0
C -6.36770 -5.74428 0.26831 0.0 0.0 0.0
C 1.95562 -3.29262 1.97401 0.0 0.1 0.0
C 2.46341 3.83780 -0.21867 0.0 0.0 0.0
C -1.46409 -1.85593 4.41025 0.0 0.0 0.0
C 4.58885 0.67093 -1.61481 0.1 0.1 0.0
C 3.11702 4.79410 1.98368 0.0 0.0 0.0
H 1.22176 0.15035 2.55768 0.0 0.0 0.0
H -4.93536 -10.18096 1.42203 0.0 0.0 0.0
H -1.79323 3.52297 3.88763 0.0 0.0 0.0
H -1.12227 1.93659 3.52522 0.0 0.0 0.0
H -4.06968 -3.08992 -1.72186 0.0 0.0 0.1
H 4.54912 -2.10535 3.78261 0.0 0.0 0.0
H 0.44495 4.89312 5.27284 0.0 0.0 0.0
H -0.51091 3.37043 -0.78563 0.0 0.0 0.0
H -1.53294 4.77839 -0.92425 0.0 0.0 0.0
H 1.07772 6.30944 0.51791 0.0 0.0 0.0
H -0.90576 -6.78264 2.04515 0.0 0.0 0.0
H 2.78568 -3.87305 3.86187 0.0 0.0 0.0
H 0.96224 -5.03410 1.24294 0.0 0.0 -0.1
H 0.29647 6.49416 2.09352 0.0 0.0 0.0
H -0.88772 2.64650 5.11828 0.0 0.0 0.0
H 2.62694 5.75276 1.82850 0.0 0.0 0.0
H -2.00402 -6.62425 -1.45565 -0.1 -0.1 0.1
H 2.16103 4.83961 -0.51400 0.0 0.0 0.0
H 1.60693 1.72979 3.92694 0.0 0.0 0.0
H 1.85215 3.11331 -0.75750 0.0 0.0 0.0
H 4.59460 -0.57492 1.83816 0.0 0.0 0.0
H 3.50122 3.70063 -0.53255 0.0 0.0 0.0
H 3.24166 4.64490 3.05429 0.0 0.0 0.0
H -2.50385 -6.04265 2.06366 0.0 0.0 0.0
H -5.82642 -4.24721 1.70746 0.0 0.0 0.0
H 4.08321 2.33188 1.03402 0.0 0.0 0.0
H -0.11495 -3.79658 1.85979 -0.1 0.1 0.0
H 5.21950 -0.72874 -0.13189 0.0 0.0 0.0
H -0.11705 -2.55896 -0.34350 0.0 0.0 0.0
H -0.58518 6.86017 0.61740 0.0 0.0 0.0
H -4.30982 -7.77060 2.26027 0.0 0.0 0.0
H -2.88105 1.69342 -3.38939 0.0 0.1 0.1
H -1.29574 1.70015 -5.89360 0.0 0.0 0.0
H -2.57169 0.03279 -2.88449 -0.1 -0.2 0.2
H 1.14060 1.94008 -6.37056 0.0 0.0 0.0
H -2.24310 3.74732 1.64282 0.0 0.0 0.0
H 4.11880 4.86509 1.54965 0.0 0.0 0.0
H 3.39056 2.19968 2.64700 0.0 0.0 0.0
H -2.49971 5.30416 0.89271 0.0 0.0 0.0
H -1.85237 5.22756 2.52871 0.0 0.0 0.0
H 2.48132 3.23822 4.23852 0.0 0.0 0.0
H -2.90786 0.40466 -4.58495 0.0 0.0 0.0
H 3.61511 1.91592 -3.04201 0.0 -0.1 0.0
H -6.63888 -7.24361 -1.24481 0.0 0.0 0.0
H 1.61398 -0.52539 4.86095 0.0 0.0 0.0
H -3.45246 -4.25893 1.04584 0.0 0.0 0.0
H 1.27267 2.66353 5.37710 0.0 0.0 0.0
H -2.17087 -4.66082 -2.62064 0.0 0.0 0.0
H 0.81159 -4.78681 2.99335 0.0 0.0 0.0
H 5.57764 1.06919 -1.80367 0.0 0.0 0.0
H -0.15110 -1.81333 6.12402 0.0 0.0 0.0
H 0.20752 4.94086 -1.15989 0.0 0.0 0.0
H -3.82101 -0.62200 -0.61164 0.0 0.0 0.0
H -0.42993 5.54906 3.90035 0.0 0.0 0.0
H 2.56691 1.45941 1.26477 0.0 0.0 0.0
H 1.33681 5.49938 3.88354 0.0 0.0 0.0
H 2.74657 1.29304 -4.63098 -0.1 0.0 0.0
H -0.64250 -4.67092 -1.73992 0.0 0.0 0.0

Entry 2:
60
Properties=species:S:1:pos:R:3:forces:R:3 method="wB97M-V/def2-TZVPD" total_charge=0 smiles="CCOc1ccc2[nH]c(=O)c(CN(C[C@@H]3COCCO3)C(=O)c3ccc(C)cc3)cc2c1" orbital_gap_ev=8.16 homo_energy_ha=-0.300
O 0.21930 2.53607 2.41000 0.1 0.3 0.0
O -4.31169 -0.97193 3.95270 -0.1 -0.1 0.0
O -1.66178 -2.77575 0.35328 -0.1 -0.2 0.2
O -1.51070 -0.63587 3.89443 0.1 0.3 -0.1
O 0.32741 1.14190 -5.82535 0.1 0.1 0.1
N -1.58845 -2.11947 -1.79861 -0.3 -0.3 0.1
N -0.17792 0.41120 1.75664 -0.1 -0.1 0.0
C 2.61687 0.26302 3.10863 -0.1 0.1 -0.1
C 4.86037 0.70576 2.34151 0.0 0.0 0.0
C 2.10540 1.13285 2.15051 0.3 0.1 0.2
C -1.15955 -0.68613 -5.14832 0.1 0.2 -0.1
C 0.26809 0.47116 -3.60072 -0.2 -0.1 -0.3
C -2.28643 -0.45547 2.71843 -0.3 0.1 -0.2
C 6.33802 0.48827 2.46063 0.0 0.0 0.1
C 0.27634 -0.20681 -1.21329 -0.2 -0.4 0.4
C -1.18451 -2.03163 -0.48797 -0.1 -0.1 -0.3
C 4.34214 1.57938 1.39415 0.0 -0.1 0.0
C -3.53039 -1.16241 5.11350 0.4 -0.1 0.0
C -0.18050 -1.00257 -0.22204 0.3 0.2 -0.1
C -1.14413 -1.33304 -2.82930 0.4 0.5 -0.4
C 0.27911 -0.84682 1.20558 0.1 -0.2 0.0
C -0.18504 -0.33694 -2.55933 -0.4 -0.3 -0.4
C 2.97978 1.80115 1.30414 -0.2 -0.1 0.1
C 0.64015 1.43173 2.11443 0.0 0.0 -0.1
C -1.60720 0.60854 1.85072 -0.3 0.0 0.4
C -3.70890 -0.02442 3.09948 0.4 0.0 -0.2
C -2.11054 -1.59173 4.73904 -0.4 -0.1 0.2
C -1.61789 -1.49305 -4.12907 0.1 0.0 0.2
C -0.17584 1.15040 -7.14708 -0.2 0.1 -0.3
C -1.51828 1.86693 -7.26118 0.3 -0.2 0.2
C 3.97999 0.05652 3.20038 0.0 0.0 0.0
C -0.20795 0.30976 -4.89431 0.0 -0.1 0.4
H 6.74710 1.13904 3.23413 0.1 0.0 0.0
H -3.66628 0.95573 3.59959 0.0 0.0 -0.1
H -2.35185 -2.25739 -4.33882 -0.1 -0.1 0.0
H 2.58728 2.49674 0.57670 0.0 0.1 -0.1
H 4.36961 -0.61792 3.94964 0.0 -0.1 0.1
H 1.01044 0.55668 -0.99532 0.1 0.1 0.1
H -2.28285 -2.83015 -1.99850 0.1 0.1 0.2
H -0.11666 -1.67756 1.79653 0.1 0.1 0.0
H -2.06571 0.59969 0.85490 0.0 0.0 0.0
H 5.01324 2.09790 0.72416 0.1 0.0 -0.1
H 1.36945 -0.87214 1.24479 -0.2 -0.1 0.0
H 1.93910 -0.24140 3.78191 -0.1 -0.1 0.1
H -2.28355 1.36018 -6.67812 -0.1 0.0 0.0
H 6.55720 -0.54025 2.73918 0.1 -0.1 0.0
H -1.54599 -0.84317 -6.14241 0.0 0.0 -0.1
H -1.82952 1.89751 -8.30164 -0.1 0.0 -0.1
H -2.34968 -1.41606 2.18131 0.0 0.1 0.1
H 1.00268 1.23706 -3.41005 0.1 0.1 0.0
H 6.84267 0.71735 1.52510 0.1 0.0 0.0
H -1.74343 1.59572 2.30006 -0.1 -0.1 -0.1
H -4.03102 -1.93404 5.69946 0.1 0.0 0.0
H -3.48719 -0.22596 5.69044 0.0 -0.1 0.0
H -1.47784 -1.66143 5.62521 -0.1 -0.1 0.0
H -2.14828 -2.56686 4.22943 0.0 0.1 0.1
H 0.58280 1.69339 -7.71736 -0.1 -0.2 0.0
H -1.42391 2.88447 -6.89061 0.0 0.1 0.0
H -0.23915 0.13057 -7.54643 0.1 0.1 0.0
H -4.34392 0.04172 2.21512 0.0 0.1 0.0

Entry 3:
32
Properties=species:S:1:pos:R:3:forces:R:3 method="wB97M-V/def2-TZVPD" total_charge=0 orbital_gap_ev=6.51 homo_energy_ha=-0.274
Tl -0.81097 0.27493 0.42982 0.0 0.1 -0.1
Te -2.83134 -0.12511 1.96857 0.0 0.0 0.0
O -0.75521 1.71588 -1.33484 0.0 0.0 0.0
N 1.36537 0.92984 -1.81756 0.0 0.0 0.0
N 1.23223 0.17809 -0.69600 0.0 0.0 0.0
N 0.96200 -1.19071 1.59344 0.0 0.0 0.0
C 2.82044 -3.01462 2.45629 0.0 0.0 0.0
C 1.47195 3.32534 -5.23918 0.0 0.0 0.0
C 3.05406 -2.26934 1.30911 0.0 0.0 0.0
C -0.73887 3.35445 -3.56083 0.0 0.0 0.0
C 0.34298 2.52997 -3.26952 0.0 0.0 0.0
C 2.24868 -0.50820 -0.30880 0.0 0.0 0.0
C 3.54319 -0.47307 -1.05442 0.0 0.0 0.0
C 0.39094 4.14872 -5.52685 0.0 0.0 0.0
C 2.09369 -1.35055 0.90590 0.0 0.0 0.0
C 0.73104 -1.90337 2.68485 0.0 0.0 0.0
C 1.64619 -2.83091 3.16392 0.0 0.0 0.0
C 1.45000 2.51762 -4.11458 0.0 0.0 0.0
C 0.29256 1.67549 -2.05090 0.0 0.0 0.0
C -0.71366 4.16223 -4.68719 0.0 0.0 0.0
H 3.51742 -1.17774 -1.88954 0.0 0.0 0.0
H 4.38416 -0.72218 -0.41247 0.0 0.0 0.0
H -1.59114 3.35264 -2.89558 0.0 0.0 0.0
H 3.68446 0.51740 -1.47917 0.0 0.0 0.0
H 2.33322 3.31363 -5.89462 0.0 0.0 0.0
H 0.41043 4.77963 -6.40634 0.0 0.0 0.0
H 1.43242 -3.39395 4.06101 0.0 0.0 0.0
H -0.22187 -1.72021 3.17179 0.0 0.0 0.0
H 3.95916 -2.41311 0.73870 0.0 0.0 0.0
H 2.28352 1.87114 -3.87948 0.0 0.0 0.0
H 3.55397 -3.73737 2.78877 0.0 0.0 0.0
H -1.55681 4.80302 -4.90964 0.0 0.0 0.0